C42H46BrIN3O2TcTe as an isolated structure, computed with the ωB97M-V functional and the def2-TZVPD basis.

```
97
Properties=species:S:1:pos:R:3:forces:R:3
Tc 2.176979 0.436265 -0.916617 1.339 0.162 -0.822
C 2.323180 1.190316 -3.087151 -0.151 0.269 0.055
C 2.497391 0.063026 -3.950607 0.103 -0.010 0.085
C 3.772813 -0.454471 -3.772901 -0.079 -0.104 -0.087
C 4.444508 0.325669 -2.816298 -0.185 -0.058 0.191
C 3.589496 1.380676 -2.408756 -0.103 0.001 -0.039
H 1.607405 1.975345 -3.290491 -0.024 -0.012 0.117
H 1.750118 -0.315526 -4.633887 0.032 0.014 0.033
H 4.174762 -1.326770 -4.270512 -0.008 0.039 0.023
H 5.458172 0.186615 -2.466794 -0.038 -0.022 -0.005
H 3.945612 2.309089 -1.986814 -0.070 -0.020 0.113
C 2.269982 -5.993743 -2.772033 0.020 -0.078 0.016
N 1.850488 -4.604462 -2.670935 -0.034 -0.147 -0.021
N 2.464703 -3.688303 -1.858959 0.137 0.149 0.015
C 1.884354 -2.474825 -2.058082 -0.083 0.110 0.025
O 2.284667 -1.455462 -1.395391 -0.199 -1.130 0.098
C 0.868556 -2.648973 -3.007875 0.003 0.101 -0.034
C 0.883442 -3.983019 -3.363752 -0.038 0.030 0.015
C 0.022938 -4.716584 -4.329973 0.046 -0.073 -0.033
C 3.491500 -3.982190 -0.909609 0.041 -0.061 0.103
C 3.288805 -4.951743 0.064935 -0.103 0.000 -0.008
C 4.274624 -5.176390 1.014011 -0.001 -0.010 0.028
C 5.442217 -4.424939 0.996677 0.011 0.014 -0.010
C 5.632525 -3.457282 0.018645 0.013 -0.028 0.038
C 4.658882 -3.234066 -0.942433 0.020 0.008 -0.099
H 3.278385 -6.097587 -2.384926 0.029 0.042 -0.013
H 2.268067 -6.293038 -3.816768 -0.010 0.055 -0.032
H 1.602888 -6.648671 -2.212254 -0.003 0.031 0.036
H 0.237616 -1.873486 -3.406685 -0.008 -0.075 0.035
H -0.731777 -4.047632 -4.735033 0.009 -0.006 0.012
H -0.477649 -5.556808 -3.845476 -0.004 0.028 -0.021
H 0.608110 -5.112814 -5.162529 -0.004 0.028 0.026
H 2.370351 -5.527818 0.083623 0.011 0.045 0.002
H 4.125299 -5.934917 1.771998 0.014 0.020 -0.033
H 6.207187 -4.597747 1.742897 -0.023 -0.003 -0.032
H 6.549092 -2.882276 -0.003483 -0.025 -0.001 0.001
H 4.795375 -2.482885 -1.710221 -0.014 -0.016 0.012
C 2.066254 4.352932 0.203067 0.008 0.060 0.081
C 1.258973 3.101429 0.305261 0.230 -0.215 -0.160
O 0.128073 3.257254 1.047894 -0.190 -0.131 -0.028
N 1.562925 2.011666 -0.255714 -0.863 0.720 0.639
Te -1.012064 1.660846 1.259447 -0.137 0.374 -0.127
C -2.448534 2.497486 2.576184 -0.056 -0.017 0.093
C -3.671445 1.808861 2.541234 0.128 -0.091 -0.198
C -3.873249 0.552654 1.723219 -0.002 0.191 0.034
C -4.721642 2.294771 3.303922 -0.036 0.001 0.025
C -4.577653 3.416096 4.111065 -0.026 0.047 0.054
C -5.725529 3.953990 4.917399 0.060 0.016 -0.051
C -3.327907 4.021701 4.179046 -0.039 -0.004 0.024
C -2.239854 3.581843 3.438046 0.252 -0.033 -0.090
C -0.917997 4.283079 3.630656 -0.139 0.025 -0.043
C -2.045725 1.915513 -0.558333 0.069 0.014 -0.050
C -2.091915 0.787161 -1.392935 0.141 -0.065 0.167
C -1.482268 -0.536065 -0.998462 -0.054 0.141 -0.049
C -2.716349 0.904281 -2.623150 -0.034 -0.019 -0.065
C -3.278843 2.104223 -3.045971 -0.035 0.019 -0.026
C -3.938569 2.225264 -4.389926 0.025 0.008 0.038
C -3.226214 3.197157 -2.188520 -0.010 -0.017 -0.032
C -2.630557 3.137538 -0.935154 0.040 0.009 0.171
C -2.703225 4.371266 -0.068796 -0.059 -0.118 -0.106
H 3.097069 4.109107 -0.039748 -0.009 0.000 0.002
H 2.020603 4.918505 1.131944 0.016 -0.008 -0.006
H 1.656999 4.971619 -0.597609 -0.024 0.023 0.023
H -3.000839 -0.111215 1.787129 -0.045 -0.062 -0.036
H -4.068705 0.777130 0.672728 0.011 -0.038 0.036
H -4.717945 -0.018325 2.103613 0.023 -0.005 0.038
H -5.673031 1.775040 3.275754 0.032 -0.006 0.013
H -6.567097 3.264441 4.929531 0.010 0.000 0.008
H -6.068352 4.900650 4.494773 -0.009 -0.019 0.012
H -5.416090 4.150291 5.944043 -0.029 -0.011 -0.005
H -3.185077 4.862443 4.850190 0.004 -0.027 -0.019
H -0.823081 4.602534 4.667632 -0.021 0.006 -0.018
H -0.850121 5.175547 3.004101 0.015 -0.041 -0.018
H -0.072700 3.643386 3.399465 0.068 -0.027 0.012
H -1.783092 -0.853835 0.001300 -0.006 -0.065 0.000
H -0.388592 -0.475201 -1.027658 0.045 -0.048 0.022
H -1.787566 -1.318924 -1.689444 0.002 -0.007 -0.006
H -2.771878 0.035844 -3.271070 0.019 0.028 0.022
H -3.863145 1.299346 -4.957418 -0.009 0.022 0.005
H -3.477147 3.025845 -4.970315 -0.012 -0.024 0.002
H -4.994865 2.475087 -4.277863 0.015 -0.012 -0.001
H -3.671574 4.136103 -2.502084 0.016 -0.034 0.016
H -2.624147 5.265523 -0.685390 0.006 -0.018 -0.019
H -1.927393 4.413526 0.683560 0.111 0.047 0.091
H -3.670528 4.410730 0.437249 0.020 -0.020 0.041
Br 1.502630 1.182790 4.386312 -0.135 -0.064 -0.099
C 1.092066 -0.623440 3.976533 0.110 0.094 -0.090
C 0.181102 -1.285720 4.786551 -0.027 -0.021 0.032
C -0.123820 -2.615486 4.536644 -0.008 0.011 0.006
C 0.476130 -3.282318 3.478502 -0.023 -0.043 -0.010
C 1.385376 -2.621905 2.666344 0.025 -0.037 -0.048
C 1.693793 -1.292362 2.914504 0.005 0.241 -0.093
I 3.118466 -0.363355 1.665562 -0.114 -0.075 0.020
H -0.271979 -0.762241 5.618191 0.016 -0.017 -0.021
H -0.821870 -3.130861 5.183608 0.010 0.012 -0.030
H 0.245817 -4.322943 3.287830 0.010 0.033 0.019
H 1.872836 -3.140875 1.849987 -0.014 0.005 0.007
```
Positions in Å, forces in eV/Å.

As for the charge: +2. The value obtained for the total energy is -140484.9440 eV. The HOMO-LUMO gap (alpha / beta) comes out at 6.209 / 6.962 eV. The calculation puts the max |F| at 0.0307 Eh/bohr. The value obtained for the molar mass is 1057.3 Da. The calculation puts the lowest unoccupied orbital energy (alpha / beta) at -5.8 / -5.6 eV. As for the spin multiplicity: 3.